C45H50N8O4 | ωB97M-V with the def2-TZVPD basis set

Structure (ORCA input):
```
! RIJCOSX wB97M-V def2-TZVPD def2/J DEFGRID3
* xyz 0 1
O -2.6054 2.6450 0.7529
O -3.2761 0.6073 1.7569
O -4.2823 -0.3647 3.7427
O -0.1821 2.4637 2.8932
N 2.7311 0.9607 -2.2082
N -4.0473 2.6079 -3.2594
N -0.9755 0.1497 -5.6483
N -3.0967 9.3944 -3.8208
N 8.4155 -5.4240 2.5333
N 4.0284 -3.5156 5.2390
N -4.3020 -5.3230 -3.6565
N 2.1142 -0.0298 5.6629
C 0.1350 -1.6420 6.0343
C -3.3447 0.2134 3.1514
C -2.2715 3.8083 -2.1597
C -1.9613 0.7598 3.7170
C 3.0627 1.7457 -3.2456
C -1.3605 0.2579 5.1043
C 9.3938 -6.7332 0.7654
C 3.9503 -4.5638 6.0747
C 5.0384 -5.3365 6.4471
C -4.2159 -3.2903 -1.7449
C 6.2825 -5.0127 5.9247
C -0.6924 -0.8606 -6.4872
C -1.3879 1.7238 2.8448
C 0.7903 2.1400 -3.8311
C -3.0961 8.1690 -3.2717
C -2.8187 -1.8804 -6.1694
C -3.7160 3.2443 -4.3959
C 0.4187 1.3316 -2.7666
C 2.1382 2.3550 -4.0789
C -1.2283 -1.3433 5.2381
C 1.4191 0.7709 -1.9897
C -0.0183 3.1910 4.1434
C -4.0486 7.2005 -3.5443
C 8.2433 -6.5924 0.0032
C -3.1590 -4.6841 -3.3586
C -3.3199 2.9011 -2.1674
C -1.9511 4.4488 -3.3479
C 7.1789 -5.8637 0.5138
C 7.3133 -5.3019 1.7732
C -2.4539 1.7952 1.6502
C -5.4015 -4.9360 -2.9896
C -2.6844 4.1636 -4.4916
C -5.4115 -3.9325 -2.0341
C 5.2449 -3.2229 4.7493
C 6.3922 -3.9356 5.0573
C -2.1894 0.1347 -5.0726
C -1.5730 -1.8898 -6.7800
C -1.3644 3.8581 4.7203
C -5.0661 7.5135 -4.4341
C -3.1374 -0.8499 -5.2969
C -3.0640 -3.6715 -2.4177
C 1.4755 -1.3082 5.1982
C -5.0924 8.7732 -5.0151
C -4.0913 9.6707 -4.6797
C 9.4295 -6.1363 2.0151
H -5.8724 9.0518 -5.7130
H -4.0667 10.6667 -5.1100
H -0.6243 1.1418 -2.5452
H 10.2437 -7.2944 0.3974
H 0.2949 -0.8251 -6.9367
H -2.0562 4.2928 3.9217
H -2.1127 -1.6902 5.8971
H 4.1286 1.8803 -3.4007
H 7.1582 -5.5944 6.1909
H -3.6065 2.3722 -1.2658
H -1.3025 -1.8398 4.2116
H -4.3203 2.9900 -5.2611
H 4.9166 -6.1703 7.1272
H -4.1823 -2.5005 -1.0021
H 0.0862 -1.0632 7.0223
H -0.3532 0.7237 5.3709
H 6.2657 -5.7344 -0.0538
H -6.3297 -3.6602 -1.5286
H 3.1384 -0.1026 5.6782
H 1.1805 -1.1823 4.0950
H -6.3105 -5.4701 -3.2480
H 2.2317 -2.1549 5.3669
H -2.3929 0.9628 -4.4016
H -3.5354 -2.6692 -6.3718
H 10.3059 -6.2210 2.6494
H 0.6961 4.0718 3.9055
H -2.4594 4.6451 -5.4353
H -1.0492 4.6777 5.4742
H -2.1137 -3.1926 -2.2165
H -2.2867 -5.0150 -3.9131
H -1.2920 -2.6784 -7.4671
H -1.8824 3.0382 5.3543
H -2.2828 7.9732 -2.5798
H -1.7205 4.0075 -1.2493
H -1.1363 5.1644 -3.3832
H 6.5095 -4.7205 2.2140
H 7.3473 -3.6559 4.6302
H -4.1006 -0.8123 -4.8029
H 0.5369 2.5837 4.9590
H 1.7316 0.2801 6.5683
H 0.1525 -2.7588 6.2853
H -2.1068 0.6023 5.9230
H -5.8315 6.7825 -4.6722
H 1.1790 0.1341 -1.1441
H 2.9561 -4.7796 6.4537
H 8.1767 -7.0462 -0.9796
H 2.4634 2.9808 -4.9009
H -3.9972 6.2272 -3.0733
H 0.0365 2.5978 -4.4616
H 5.2800 -2.3705 4.0781
*
```

The HOMO energy comes out at -0.3317 Eh. The value obtained for the HOMO-LUMO gap is 8.19 eV. The value obtained for the LUMO energy is -0.84 eV.

These are the Löwdin partial charges, in e, on atoms 1 to 99: atom 1 (O): 0.10, atom 2 (O): 0.06, atom 3 (O): 0.12, atom 4 (O): -0.05, atom 5 (N): 0.05, atom 6 (N): 0.06, atom 7 (N): 0.07, atom 8 (N): 0.05, atom 9 (N): 0.05, atom 10 (N): 0.04, atom 11 (N): 0.05, atom 12 (N): -0.04, atom 13 (C): -0.20, atom 14 (C): -0.27, atom 15 (C): -0.07, atom 16 (C): -0.02, atom 17 (C): -0.16, atom 18 (C): -0.13, atom 19 (C): -0.08, atom 20 (C): -0.15, atom 21 (C): -0.07, atom 22 (C): -0.08, atom 23 (C): -0.07, atom 24 (C): -0.15, atom 25 (C): -0.09, atom 26 (C): -0.09, atom 27 (C): -0.15, atom 28 (C): -0.08, atom 29 (C): -0.17, atom 30 (C): -0.08, atom 31 (C): -0.07, atom 32 (C): -0.19, atom 33 (C): -0.15, atom 34 (C): -0.22, atom 35 (C): -0.08, atom 36 (C): -0.08, atom 37 (C): -0.16, atom 38 (C): -0.15, atom 39 (C): -0.11, atom 40 (C): -0.07, atom 41 (C): -0.15, atom 42 (C): -0.23, atom 43 (C): -0.16, atom 44 (C): -0.09, atom 45 (C): -0.08, atom 46 (C): -0.15, atom 47 (C): -0.09, atom 48 (C): -0.15, atom 49 (C): -0.08, atom 50 (C): -0.08, atom 51 (C): -0.08, atom 52 (C): -0.07, atom 53 (C): -0.08, atom 54 (C): -0.26, atom 55 (C): -0.08, atom 56 (C): -0.16, atom 57 (C): -0.15, atom 58 (H): 0.10, atom 59 (H): 0.10, atom 60 (H): 0.09, atom 61 (H): 0.10, atom 62 (H): 0.10, atom 63 (H): 0.09, atom 64 (H): 0.12, atom 65 (H): 0.10, atom 66 (H): 0.11, atom 67 (H): 0.09, atom 68 (H): 0.12, atom 69 (H): 0.10, atom 70 (H): 0.10, atom 71 (H): 0.10, atom 72 (H): 0.11, atom 73 (H): 0.09, atom 74 (H): 0.10, atom 75 (H): 0.10, atom 76 (H): 0.06, atom 77 (H): 0.12, atom 78 (H): 0.10, atom 79 (H): 0.07, atom 80 (H): 0.07, atom 81 (H): 0.11, atom 82 (H): 0.10, atom 83 (H): 0.13, atom 84 (H): 0.11, atom 85 (H): 0.09, atom 86 (H): 0.10, atom 87 (H): 0.10, atom 88 (H): 0.10, atom 89 (H): 0.07, atom 90 (H): 0.10, atom 91 (H): 0.10, atom 92 (H): 0.11, atom 93 (H): 0.09, atom 94 (H): 0.10, atom 95 (H): 0.11, atom 96 (H): 0.11, atom 97 (H): 0.05, atom 98 (H): 0.10, atom 99 (H): 0.13



C3H7N2O | ωB97M-V with the def2-TZVPD basis set

Structure (ORCA input):
```
! RIJCOSX wB97M-V def2-TZVPD def2/J DEFGRID3
* xyz 1 1
O 2.9188 2.3235 0.6629
N -0.0919 -0.1256 -0.2238
N -1.8685 -1.1205 -0.7431
C -1.0649 -0.1028 -1.1402
C -0.1835 -1.1098 0.7086
C -1.3750 -1.7177 0.4053
H 0.5891 -1.1518 1.4763
H 3.3008 2.8249 -0.0926
H 0.5776 0.6556 -0.1022
H 3.0323 2.9185 1.4383
H -1.1674 0.5659 -1.9949
H -1.9598 -2.5156 0.8628
H -2.7074 -1.4446 -1.2574
*
```

The HOMO energy comes out at -0.5408 Eh. The value obtained for the HOMO-LUMO gap is 11.32 eV. The value obtained for the LUMO energy is -3.40 eV.

Charges in e, computed with natural (NBO), in the same order as the atoms: atom 1 (O): -0.97, atom 2 (N): -0.45, atom 3 (N): -0.46, atom 4 (C): 0.24, atom 5 (C): -0.04, atom 6 (C): -0.04, atom 7 (H): 0.28, atom 8 (H): 0.48, atom 9 (H): 0.47, atom 10 (H): 0.49, atom 11 (H): 0.27, atom 12 (H): 0.27, atom 13 (H): 0.47



C11H26LuN6O7 | ωB97M-V with the def2-TZVPD basis set

Structure (ORCA input):
```
! RIJCOSX wB97M-V def2-TZVPD def2/J DEFGRID3
* xyz 1 1
Lu -0.3609 0.2765 -0.6118
O -2.5467 1.6318 -0.6418
O -1.9936 -0.3915 2.2103
O -0.8303 -0.1678 -4.1881
O 1.0658 -0.6021 0.7932
O -0.6877 1.9543 2.1440
O -0.6169 -2.2339 -2.6398
O 1.4214 0.9958 -1.7734
N -1.0835 -1.7041 -1.4361
N -0.1513 2.0882 0.9590
N 2.6466 -1.5145 2.1688
N 3.2568 -0.2449 0.3291
N -1.7745 -0.8359 0.9106
N 0.7436 2.1084 -1.3814
C 2.6112 3.6785 -0.9692
C -1.7008 -4.0529 -0.9674
C -1.5917 -2.6181 -0.5862
C 1.7142 -2.1901 3.0554
C -2.0410 -2.1341 0.6983
C 0.7803 3.0665 0.7544
C 1.1530 4.0691 1.7879
C -1.5450 0.9655 -3.6263
C -2.6860 -3.0557 1.6904
C 2.2853 -0.8002 1.0883
C 1.3865 2.9693 -0.5249
H -1.5032 0.4979 2.2617
H 2.5135 3.9312 -2.0332
H 2.7770 4.6005 -0.3992
H -2.2935 0.5947 -2.9125
H -1.5006 -4.7063 -0.1077
H 1.3889 3.5961 2.7478
H 1.8135 -3.2814 2.9610
H 2.0308 4.6393 1.4673
H -1.9405 -3.7188 2.1645
H -0.6737 -1.4643 -3.2995
H -3.2045 -2.4880 2.4702
H -3.4067 -3.7051 1.1704
H -0.8513 1.6850 -3.1614
H 0.6918 -1.8887 2.7961
H -0.9917 -4.2846 -1.7673
H 3.6449 -1.6302 2.3277
H -2.7142 -4.2829 -1.3286
H 2.9733 0.2418 -0.5200
H 4.2199 -0.4842 0.4869
H -0.5416 0.0282 -5.0944
H -3.2267 1.0991 -0.1906
H 3.5025 3.0377 -0.8578
H -2.0871 1.4696 -4.4424
H -2.3478 2.3740 -0.0346
H 0.3462 4.7954 1.9558
H 1.9261 -1.9137 4.0967
*
```

The HOMO energy (alpha / beta) comes out at -0.3802 / -0.3551 Eh. The value obtained for the HOMO-LUMO gap (alpha / beta) is 6.32 / 5.63 eV. The value obtained for the LUMO energy (alpha / beta) is -4.03 / -4.03 eV.

Charges in e, computed with natural (NBO), in the same order as the atoms: atom 1 (Lu): 1.94, atom 2 (O): -0.94, atom 3 (O): -0.54, atom 4 (O): -0.76, atom 5 (O): -0.80, atom 6 (O): -0.56, atom 7 (O): -0.54, atom 8 (O): -0.71, atom 9 (N): -0.29, atom 10 (N): -0.20, atom 11 (N): -0.58, atom 12 (N): -0.81, atom 13 (N): -0.20, atom 14 (N): -0.30, atom 15 (C): -0.67, atom 16 (C): -0.70, atom 17 (C): 0.28, atom 18 (C): -0.42, atom 19 (C): 0.21, atom 20 (C): 0.11, atom 21 (C): -0.67, atom 22 (C): -0.27, atom 23 (C): -0.69, atom 24 (C): 0.83, atom 25 (C): 0.20, atom 26 (H): 0.52, atom 27 (H): 0.24, atom 28 (H): 0.23, atom 29 (H): 0.19, atom 30 (H): 0.24, atom 31 (H): 0.24, atom 32 (H): 0.20, atom 33 (H): 0.22, atom 34 (H): 0.25, atom 35 (H): 0.52, atom 36 (H): 0.27, atom 37 (H): 0.25, atom 38 (H): 0.22, atom 39 (H): 0.23, atom 40 (H): 0.27, atom 41 (H): 0.40, atom 42 (H): 0.26, atom 43 (H): 0.45, atom 44 (H): 0.40, atom 45 (H): 0.51, atom 46 (H): 0.50, atom 47 (H): 0.23, atom 48 (H): 0.21, atom 49 (H): 0.53, atom 50 (H): 0.24, atom 51 (H): 0.22



C48H88F6N16P | ωB97M-V with the def2-TZVPD basis set

Structure (ORCA input):
```
! RIJCOSX wB97M-V def2-TZVPD def2/J DEFGRID3
* xyz 7 1
P -0.4428 -0.3456 -0.1477
F -1.7908 0.2483 -0.7838
F 0.9646 -0.8988 0.4671
F -0.0938 1.0990 0.4859
F -0.7821 -1.7804 -0.8257
F -1.2325 -0.7852 1.1927
F 0.3865 -0.0138 -1.5372
N 2.9857 8.6679 1.1266
N 5.0153 -5.6559 0.1708
N 4.6299 1.2546 -0.7618
N -0.1706 -2.5355 -7.1373
N -5.7126 -5.2951 -0.1055
N 1.2618 -2.5241 -8.7567
N -5.0639 -3.3030 -0.6360
N -4.1446 2.3310 3.6165
N 2.5306 6.8814 2.2721
N -1.9302 2.6406 -4.0600
N -4.5370 2.7844 5.7001
N -1.2327 -1.6287 6.6297
N 3.8052 -0.0733 -2.2560
N 0.0167 -1.5889 4.8617
N 3.0511 -4.7413 0.1766
N 0.0578 2.9668 -3.3209
C -4.5578 2.7105 7.1657
C -4.7050 -4.4294 -0.0219
C 3.7397 9.7748 0.5310
C -2.0144 -2.0322 5.5715
C -6.3644 -3.4372 -1.0718
C 5.2131 1.5675 -1.9732
C 1.8388 0.0289 4.2015
C 4.6599 0.7845 -2.9172
C -5.0102 3.4036 3.6566
C 6.5476 1.5419 0.7643
C -4.0325 1.3872 -3.7869
C 6.3820 -6.0062 0.6002
C -5.3048 3.6493 4.9527
C 4.2045 -4.8462 0.8436
C -1.1088 1.7857 -4.7530
C -0.8432 -2.7837 -5.8538
C -1.1969 3.4052 -3.2682
C 3.1480 -1.2159 -2.8433
C 3.0955 -5.5968 -0.8962
C -6.7823 -4.6671 -0.6910
C -1.2398 -1.9880 4.4634
C -4.2411 -2.0979 -0.8403
C 1.9526 -3.8314 0.5316
C 1.1191 3.4744 -2.4564
C -3.3993 2.7125 -4.1945
C -0.2726 -2.1122 -4.6075
C -5.9077 2.2672 7.7196
C 5.0855 1.8764 0.4969
C 0.1891 -1.7772 -9.1695
C 3.7261 0.2888 -0.9822
C -5.6588 -6.7212 0.2635
C 2.7367 5.7811 3.2201
C 3.0984 4.4422 2.5705
C -3.5885 1.7414 2.3885
C 1.3526 7.3073 1.6914
C 3.4896 7.7457 1.9340
C 1.2010 -1.3454 4.0344
C 1.6447 8.4115 0.9634
C -3.7081 -2.0467 -2.2863
C -1.6206 -1.5780 8.0552
C 0.9596 -4.4372 1.4938
C -0.6961 -1.7491 -8.1468
C 4.3265 -6.1720 -0.8932
C 2.4881 -2.7849 -9.5215
C 1.0069 -2.9976 -7.5452
C -3.8000 2.0539 4.8774
C 0.1316 1.9338 -4.2171
C -0.0189 -1.3649 6.1742
H -6.0344 4.3134 5.3844
H 2.3144 -2.5873 -10.5776
H 1.7118 -3.6017 -6.9992
H 2.2021 -1.4466 -2.3576
H 2.3169 4.0474 1.9181
H 0.0479 -1.4570 -10.1893
H 4.5232 7.6984 2.2378
H -1.6173 4.1329 -2.5958
H -3.0464 -2.3042 5.7134
H 4.8074 9.6220 0.6940
H 1.9225 -2.1404 4.2283
H 1.4931 -3.4397 -0.3813
H 3.5475 10.6956 1.0802
H 0.9758 -1.4100 2.9697
H -2.3203 -2.3758 8.2782
H -3.3613 -3.0407 -2.5677
H -3.0956 1.2902 5.1582
H 1.8705 2.7014 -2.3062
H -4.5282 -1.7664 -2.9462
H 3.2431 -2.0450 -9.2562
H 1.5347 4.3797 -2.8896
H -0.9085 -3.8657 -5.7080
H -4.8370 -1.2120 -0.6347
H -0.4430 -1.0358 -4.5606
H 0.4409 6.7521 1.8131
H -3.7023 -4.6581 0.2951
H 4.0026 4.5490 1.9673
H 7.2271 2.3652 0.5624
H 0.0687 -3.8075 1.5720
H 4.5279 -4.2966 1.7113
H -1.4541 -2.1517 3.4220
H -5.8848 -6.8164 1.3234
H 2.3549 -2.8691 0.8588
H 6.0114 2.2860 -2.0636
H -2.8995 -1.3217 -2.2966
H -3.7368 3.5274 -3.5590
H 2.9032 -1.0042 -3.8863
H -5.1025 1.4456 -4.0016
H 6.3180 -6.7577 1.3836
H 6.8919 -5.1239 0.9767
H -3.6348 2.9200 -5.2360
H 0.7305 3.6470 -1.4541
H 4.7815 -6.8622 -1.5842
H -6.6853 2.9931 7.4688
H 2.0193 0.3670 5.2189
H 3.3447 3.7162 3.3458
H 6.9101 0.6637 0.2243
H -2.0237 -0.5904 8.2680
H -0.8550 -2.5032 -3.7694
H -6.2776 1.3496 7.2623
H -6.3880 -7.2734 -0.3200
H 3.7894 -2.0962 -2.8910
H -4.0686 0.7807 2.2329
H -1.6364 -1.2507 -7.9949
H 1.3131 0.7653 3.5914
H -6.8856 -2.6210 -1.5404
H 2.3017 -5.7686 -1.6009
H 4.7989 0.7215 -3.9828
H 1.0217 9.0401 0.3504
H 6.9377 -6.3928 -0.2485
H 2.8087 -3.8078 -9.3632
H -1.9039 -2.5796 -6.0071
H -3.7899 2.4611 1.5988
H 0.6396 -5.4319 1.1934
H -3.9121 1.0738 -2.7542
H -4.6647 -7.1098 0.0645
H 4.4450 1.5324 1.3084
H 3.5180 6.0837 3.9152
H 3.5671 9.8491 -0.5363
H 6.6980 1.2226 1.7969
H -3.4024 -2.1482 -0.1481
H -3.7740 2.0275 7.4965
H 1.3447 -4.4337 2.5155
H -4.2953 3.6786 7.5920
H -2.5025 1.6614 2.3884
H 0.7968 -1.0496 6.8044
H -5.3746 3.8701 2.7576
H 3.2080 -0.3325 -0.2702
H 1.0479 1.3785 -4.2982
H 2.8276 -0.0372 3.7376
H 4.9620 2.9575 0.4682
H 0.7777 -2.3367 -4.4315
H -5.8115 2.2386 8.8012
H -0.7252 -1.7000 8.6598
H 1.8485 5.6746 3.8411
H -7.7255 -5.1755 -0.8033
H -1.5132 1.1655 -5.5322
H -3.7109 0.6296 -4.5065
*
```

The HOMO energy comes out at -0.8148 Eh. The value obtained for the HOMO-LUMO gap is 9.74 eV. The value obtained for the LUMO energy is -12.43 eV.

These are the Löwdin partial charges, in e, on atoms 1 to 99: atom 1 (P): 0.17, atom 2 (F): -0.15, atom 3 (F): -0.19, atom 4 (F): -0.16, atom 5 (F): -0.17, atom 6 (F): -0.16, atom 7 (F): -0.19, atom 8 (N): -0.07, atom 9 (N): -0.07, atom 10 (N): -0.03, atom 11 (N): -0.04, atom 12 (N): -0.08, atom 13 (N): -0.07, atom 14 (N): -0.06, atom 15 (N): -0.08, atom 16 (N): -0.05, atom 17 (N): -0.04, atom 18 (N): -0.04, atom 19 (N): -0.07, atom 20 (N): -0.09, atom 21 (N): -0.03, atom 22 (N): -0.04, atom 23 (N): -0.07, atom 24 (C): -0.16, atom 25 (C): -0.02, atom 26 (C): 0.05, atom 27 (C): 0.00, atom 28 (C): 0.02, atom 29 (C): 0.01, atom 30 (C): -0.06, atom 31 (C): 0.01, atom 32 (C): 0.01, atom 33 (C): -0.05, atom 34 (C): -0.06, atom 35 (C): 0.05, atom 36 (C): 0.03, atom 37 (C): -0.01, atom 38 (C): 0.00, atom 39 (C): -0.15, atom 40 (C): 0.00, atom 41 (C): 0.00, atom 42 (C): 0.00, atom 43 (C): 0.03, atom 44 (C): 0.00, atom 45 (C): -0.15, atom 46 (C): -0.19, atom 47 (C): 0.03, atom 48 (C): -0.12, atom 49 (C): -0.05, atom 50 (C): -0.04, atom 51 (C): -0.15, atom 52 (C): 0.02, atom 53 (C): -0.01, atom 54 (C): 0.05, atom 55 (C): -0.15, atom 56 (C): -0.07, atom 57 (C): 0.02, atom 58 (C): 0.00, atom 59 (C): 0.00, atom 60 (C): -0.16, atom 61 (C): 0.01, atom 62 (C): -0.06, atom 63 (C): 0.06, atom 64 (C): -0.05, atom 65 (C): 0.01, atom 66 (C): 0.02, atom 67 (C): 0.05, atom 68 (C): -0.02, atom 69 (C): -0.02, atom 70 (C): -0.01, atom 71 (C): -0.01, atom 72 (H): 0.16, atom 73 (H): 0.12, atom 74 (H): 0.17, atom 75 (H): 0.08, atom 76 (H): 0.07, atom 77 (H): 0.16, atom 78 (H): 0.18, atom 79 (H): 0.18, atom 80 (H): 0.15, atom 81 (H): 0.11, atom 82 (H): 0.13, atom 83 (H): 0.11, atom 84 (H): 0.12, atom 85 (H): 0.10, atom 86 (H): 0.12, atom 87 (H): 0.08, atom 88 (H): 0.16, atom 89 (H): 0.08, atom 90 (H): 0.08, atom 91 (H): 0.11, atom 92 (H): 0.11, atom 93 (H): 0.14, atom 94 (H): 0.13, atom 95 (H): 0.05, atom 96 (H): 0.13, atom 97 (H): 0.17, atom 98 (H): 0.06, atom 99 (H): 0.09



Going through the records in order, we get energy relative to the best compared isomer or geometry (same formula, charge and spin) values of 3.0084, 0.3387, 0.0000, 1.5829 eV.
Going through the records in order, we get maximum force values of 5.70, 3.18, 3.89, 1.40 eV Å⁻¹.